Record 1
C41H55GeN4Se2Sr as an isolated structure, computed with ωB97M-V/def2-TZVPD.

Cartesian coordinates (Å):
N 0.39 -2.45 1.96
C -3.83 -2.53 -2.80
H -0.12 -4.04 -3.57
H 2.75 -5.99 -3.58
C -0.75 0.34 -3.59
H 2.26 -1.68 -4.07
C -2.55 4.44 -1.38
C -3.37 1.85 4.51
H -0.13 -4.56 -1.88
Se -3.22 -1.54 1.24
H -4.42 -5.58 -1.49
N 1.14 -0.01 3.10
C -2.88 1.27 3.36
N 0.10 2.39 1.80
C 0.28 5.49 -1.05
C 3.64 -0.08 -0.98
H 0.12 -0.03 -4.12
Se 2.04 -1.11 -0.60
H -1.41 3.33 0.78
H 2.86 -3.11 -4.91
H -4.34 -4.42 -3.68
H -3.80 -2.00 -3.75
Sr -0.64 -0.18 1.08
H 0.98 0.12 5.21
C 2.70 -2.94 -0.79
C 0.37 -0.15 4.34
H -0.70 1.15 6.47
C -1.33 3.65 -1.79
H 3.18 3.11 -1.83
H -2.97 0.79 -2.63
H 0.12 -1.21 4.45
H -3.95 -4.35 0.59
H 2.74 -1.15 3.92
C 0.34 -4.83 2.09
C 0.98 2.46 2.81
H -3.27 4.49 -2.20
H -0.18 -2.84 -2.28
H -1.05 -0.44 -2.88
H 2.87 2.02 -3.54
C 1.08 3.58 3.62
H 3.99 -0.26 -2.00
C 2.99 -5.51 -2.63
H -3.35 -0.78 -1.66
H -3.56 2.09 -1.61
C -0.67 4.58 2.36
H -1.36 5.39 2.14
C -0.71 3.42 1.60
H 3.78 -2.92 -0.61
C -4.13 -3.88 -2.76
C 1.94 1.46 -3.55
H 1.81 3.59 4.42
H 2.25 -3.51 0.03
Ge 2.20 -3.73 -2.54
H -2.33 5.46 -1.08
H -3.09 3.97 -0.54
C -1.34 1.20 5.60
H -0.16 -5.75 1.81
H 3.36 0.97 -0.89
H -3.46 1.25 2.44
H 2.90 -3.57 3.88
C -0.02 4.14 -1.66
C -4.17 -4.53 -1.54
H 4.07 -5.46 -2.54
H 2.55 1.19 2.17
H 0.89 6.09 -1.73
C 0.25 4.66 3.39
N -1.69 0.66 3.31
C 0.82 2.17 -2.82
H 2.61 -6.14 -1.83
H -1.08 -3.56 1.07
H 4.42 -0.32 -0.27
H 1.88 -5.76 3.26
C 0.25 -3.80 -2.57
H 2.55 4.60 -1.17
C -2.95 1.86 -2.49
C 1.46 -4.83 2.89
C -3.57 -1.84 -1.62
H -3.46 2.31 -3.35
H 1.67 1.32 -4.60
C 1.48 -2.45 2.74
H 2.78 -0.89 2.18
H -2.93 2.26 6.58
H 0.84 5.39 -0.12
C -1.55 2.39 -2.36
C 2.04 -3.61 3.24
C 1.87 1.27 3.02
C -0.93 0.62 4.40
H 3.91 -2.27 -3.77
H -1.57 0.43 -4.31
C -3.60 -2.48 -0.39
H 2.13 0.47 -3.14
C 2.12 -1.11 3.01
C -3.91 -3.84 -0.36
C 2.46 3.91 -2.01
C -0.18 -3.62 1.66
H -0.61 6.07 -0.83
H 2.49 1.42 3.92
C 1.05 3.38 -2.15
H -4.34 2.31 4.51
C -2.58 1.81 5.65
C 2.88 -2.57 -3.96
C -0.48 1.66 -2.89
H 2.79 4.44 -2.90
H 0.31 5.54 4.01

charge	+1
calculated total energy	-8724.78105	Eh
energy relative to the best compared isomer or geometry (same formula, charge and spin)	13.2	kcal per mole
frontier orbital gap	6.57	eV
maximum force	0.00699	hartree/bohr

Atom charges from the Mulliken analysis, given in e for atoms 1 to 8: 1.5149, -0.3824, 0.4501, 0.3746, -1.8677, 0.0771, -1.8164, -1.0212


Record 2
C26H54Cl3N5O4PPmSi as an isolated structure in a non-equilibrium geometry, computed with ωB97M-V/def2-TZVPD.

Cartesian coordinates (Å):
O 2.31 0.94 0.71
C 2.13 -2.30 2.41
H 2.43 0.50 -5.41
H 5.14 2.83 3.05
H 0.07 -3.14 -0.24
Cl -1.66 2.55 -2.76
C 2.85 -0.14 1.27
H -4.01 1.25 -5.18
C 5.07 1.92 3.67
C 3.98 2.62 -3.98
H -3.37 -1.94 4.34
H 4.29 3.53 -3.45
Cl 1.68 1.59 -1.77
C -4.71 -0.94 0.02
H -3.81 0.91 -3.45
H 0.91 0.82 2.96
H 1.69 -4.05 3.59
C 1.25 3.94 -3.99
O -0.70 2.00 0.61
Pm -0.67 0.59 -1.29
H -5.66 -1.27 -0.42
C -2.25 -0.47 -6.14
C 1.96 -0.93 2.28
H 0.21 -3.74 1.45
N -2.84 -1.53 2.39
C -0.37 -3.81 0.51
C -2.62 -4.64 1.08
N -3.83 -2.11 0.00
H -2.47 0.42 -6.75
H -4.88 -0.62 1.05
H -2.42 -4.98 2.11
C 4.04 0.62 1.83
H -3.59 -3.31 3.21
H -3.22 -3.70 -1.25
H 2.78 -2.81 1.69
C 1.54 0.92 -4.89
C 1.08 -0.26 3.12
O -2.24 -0.58 -2.56
H 6.07 1.49 3.74
H 0.16 3.36 4.06
H 4.78 2.24 4.68
H -1.94 -2.86 3.77
C -1.87 -0.70 -3.78
N -1.78 -3.50 0.75
C 4.10 0.93 3.14
C -2.65 -0.13 2.79
Si 2.16 2.33 -3.79
C 1.50 3.78 0.97
Cl 0.83 -1.55 -1.97
H 5.22 0.33 0.08
H 1.99 4.73 -4.14
H 4.61 1.78 -3.64
H 0.19 -2.82 5.17
H -2.72 0.56 1.94
C -3.86 0.47 -4.44
H 0.62 3.83 -4.88
C 1.02 3.51 3.40
C -2.94 -2.48 3.48
N -2.60 -0.20 -4.76
H -2.83 -1.32 -6.54
H 2.33 3.10 0.77
H 1.89 4.74 1.33
H -3.68 -4.37 0.98
H -4.69 -0.25 -4.49
C 1.50 -2.99 3.44
H -3.42 -2.14 -2.09
H -3.43 0.11 3.52
H 1.84 2.85 3.74
H 3.22 -0.87 0.52
H 5.86 1.64 1.12
H 1.05 0.11 -4.33
O -1.42 -0.95 0.35
H 0.61 4.18 -3.14
C 0.44 -0.93 4.16
H 4.13 2.77 -5.07
C -0.41 2.43 1.75
H -4.32 -0.10 -0.57
H 3.38 0.52 3.84
C 0.66 -2.30 4.33
H -0.32 -4.84 0.15
H -1.66 0.01 3.26
H 0.93 3.92 0.05
H -0.91 -1.18 -4.03
C -3.82 -2.79 -1.29
H -4.86 -3.03 -1.52
H 0.83 1.38 -5.61
H -0.18 -0.37 4.86
N 0.64 3.23 2.02
H -1.19 -0.72 -6.20
H 1.36 4.55 3.48
P -2.40 -1.98 0.86
H -2.38 -5.45 0.38
C 4.94 1.15 0.76
H -1.03 2.20 2.63
H 4.35 1.86 0.16

calculated total energy	-4217.89364	Eh
frontier orbital gap (alpha / beta)	6.09 / 6.10	eV
spin multiplicity	5
maximum force	0.06391	hartree/bohr

Atom charges from the Mulliken analysis, given in e for atoms 1 to 8: -0.1724, -0.5242, 0.3900, 0.3484, -0.2304, -0.5384, -0.3898, 0.3447


Record 3
One molecule with the formula C5H8O2, computed with ωB97M-V/def2-TZVPD.

Cartesian coordinates (Å):
H -1.09 0.98 -1.41
H -0.72 0.77 1.85
H 1.85 0.76 2.14
C -0.49 0.06 -1.48
C -0.09 0.19 1.17
H 1.87 -0.79 1.16
C -1.10 -1.05 -0.62
O -0.66 -1.00 0.73
H 0.84 1.98 0.18
H -0.79 -2.02 -1.00
H -0.48 -0.24 -2.53
O 0.84 0.30 -1.08
H -2.19 -0.99 -0.66
C 1.40 0.16 1.35
C 0.80 0.89 0.19

calculated total energy	-345.72457	Eh
energy relative to the best compared isomer or geometry (same formula, charge and spin)	50.4	kcal per mole
frontier orbital gap	10.52	eV
maximum force	0.00565	hartree/bohr

Atom charges from the natural (NBO) analysis, given in e for atoms 1 to 8: 0.1643, 0.1855, 0.2197, -0.0966, 0.0535, 0.2389, -0.0838, -0.5130